(1)
{"formula": "C3H3IN2O", "method": "ωB97M-V with the def2-TZVPD basis set", "elements": ["C", "C", "C", "N", "N", "O", "I", "H", "H", "H"], "positions_angstrom": [[-0.45989, 0.60333, -0.74758], [0.36363, -2.90071, 0.71123], [-0.11430, 2.03300, -0.86994], [-0.73949, -0.09097, 0.17642], [-1.06218, -1.13552, 0.72460], [0.05816, -1.84524, 1.33069], [2.12147, -3.67222, 1.55445], [0.85255, 2.09572, -1.37149], [-0.77113, 2.50555, -1.57496], [-0.24882, 2.40706, 0.06658]], "forces_ev_per_angstrom": [[0.497, 1.152, -0.725], [2.069, -3.250, -0.831], [-0.067, -1.702, -2.384], [1.140, -1.439, -0.935], [-2.309, -0.640, 1.282], [-1.170, 3.987, 1.397], [-0.135, -0.381, -0.602], [0.203, 0.158, 0.647], [-0.592, 0.204, -0.274], [0.364, 1.911, 2.425]], "total_energy_ha": -598.2235, "spin_multiplicity": 3, "orbital_gap_ev": [6.7, 7.5], "de_lowest_kcal_mol": 126.3}


(2)
{"formula": "C2H2Cl3NSi", "method": "ωB97M-V with the def2-TZVPD basis set", "elements": ["C", "C", "N", "Si", "Cl", "Cl", "Cl", "H", "H"], "positions_angstrom": [[-0.40929, -1.05503, -1.15458], [-0.66950, 0.23101, -0.62569], [-0.16674, -2.03293, -1.66444], [0.46236, 0.36208, 0.97430], [-0.01331, 2.04365, 2.01164], [0.20211, -1.31231, 2.13485], [2.39992, 0.52994, 0.33552], [-1.66277, 0.44475, -0.47006], [-0.14279, 0.78884, -1.54153]], "forces_ev_per_angstrom": [[-0.985, 0.316, 0.595], [4.739, 1.111, -1.001], [0.635, -2.365, -1.033], [-0.445, -0.018, -0.889], [-0.045, -0.121, 0.013], [0.086, 0.569, -0.360], [-0.362, -0.162, 0.166], [-2.223, 0.629, 0.200], [-1.400, 0.042, 2.310]], "smiles": "N#CC[Si](Cl)(Cl)Cl", "total_energy_ha": -1802.3816, "orbital_gap_ev": 11.7, "de_lowest_kcal_mol": 3.3}


(3)
{"formula": "C5H9NS", "method": "ωB97M-V with the def2-TZVPD basis set", "elements": ["C", "C", "C", "C", "C", "H", "H", "H", "H", "H", "H", "H", "H", "H", "N", "S"], "positions_angstrom": [[0.26451, 0.72792, 0.62960], [1.18589, -0.46659, 0.08133], [0.03412, -1.58614, -0.25904], [-1.15621, -0.63931, -0.44395], [-1.03167, 0.03785, 0.85692], [-0.18373, 2.74550, -0.28321], [-0.05321, 1.51258, -1.32303], [0.46010, 1.23635, 1.57120], [2.30514, -0.77492, 0.51000], [1.57172, 0.08466, -0.85710], [0.61497, -2.18999, -1.20711], [-0.16391, -2.29724, 0.49116], [-0.68509, 0.00473, -1.13898], [-0.90952, -0.42811, 1.90634], [0.43863, 1.84824, -0.46695], [-2.69173, 0.18447, -0.06718]], "forces_ev_per_angstrom": [[1.533, 3.368, -0.221], [1.086, 0.653, -0.493], [3.290, -1.774, -3.421], [1.631, -1.334, -0.006], [-1.101, 1.112, 0.070], [1.603, -2.350, 0.218], [0.736, 0.193, 0.643], [1.089, -0.048, -0.064], [-3.478, 0.487, -0.214], [-0.787, -1.502, 0.856], [-2.368, 1.435, 2.202], [0.226, -0.889, 1.088], [-0.321, 0.610, -1.001], [-1.169, -0.055, -2.064], [-2.715, 0.802, 0.913], [0.745, -0.708, 1.494]], "smiles": "N[C@@H]1CC[C@H]2S[C@H]12", "total_energy_ha": -648.6560, "orbital_gap_ev": 9.8, "de_lowest_kcal_mol": 123.7}


(4)
{"formula": "C17H50BF4NO9", "method": "ωB97M-V with the def2-TZVPD basis set", "elements": ["B", "F", "F", "F", "F", "C", "C", "C", "C", "C", "C", "N", "O", "C", "C", "C", "H", "H", "H", "H", "H", "H", "H", "H", "H", "H", "H", "H", "H", "H", "H", "H", "H", "H", "C", "O", "H", "H", "H", "H", "C", "O", "H", "H", "H", "H", "C", "O", "H", "H", "H", "H", "C", "O", "H", "H", "H", "H", "C", "O", "H", "H", "H", "H", "C", "O", "H", "H", "H", "H", "C", "O", "H", "H", "H", "H", "C", "O", "H", "H", "H", "H"], "positions_angstrom": [[0.23358, 3.74719, -0.65620], [1.48129, 3.25936, -0.37462], [0.05413, 3.70750, -2.00581], [-0.77343, 2.83968, -0.17800], [0.03816, 5.04901, -0.16388], [2.01517, -3.54750, 2.28230], [2.49026, -5.02477, 2.39920], [1.96434, -5.49798, 3.79188], [1.79401, -6.93106, 4.06324], [1.02034, -7.64039, 2.92932], [1.66929, -7.31026, 1.54299], [1.86542, -5.80485, 1.28511], [2.55826, -5.52935, -0.01436], [0.68333, -7.78742, 0.42284], [2.94456, -8.22045, 1.33195], [4.01834, -5.11003, 2.42678], [1.00120, -3.29622, 1.97115], [2.67918, -2.93266, 1.67471], [2.22895, -3.15623, 3.27694], [1.00254, -5.02346, 3.98653], [2.58667, -5.09185, 4.58929], [1.28830, -7.16746, 4.99944], [2.81796, -7.27721, 4.20399], [-0.03416, -7.36472, 2.94061], [1.04996, -8.69976, 3.18416], [0.48675, -8.85660, 0.50222], [1.03530, -7.63695, -0.59775], [-0.23515, -7.20786, 0.51558], [3.39941, -8.19407, 0.34174], [2.77674, -9.25788, 1.62122], [3.80868, -7.88011, 1.90255], [4.36325, -6.13986, 2.33406], [4.35325, -4.71645, 3.38649], [4.54695, -4.53588, 1.66585], [-7.04291, 4.86150, -0.00421], [-7.99006, 3.81349, -0.26563], [-7.29160, 5.20653, 0.99940], [-6.06561, 4.38389, -0.07410], [-7.06999, 5.73536, -0.65514], [-8.10822, 3.98104, -1.20348], [-3.63673, 3.43890, -6.28018], [-3.91713, 2.16673, -6.80814], [-4.06609, 4.36287, -6.66751], [-4.16621, 3.26595, -5.34324], [-2.56249, 3.61875, -6.23799], [-4.76690, 1.81647, -6.53104], [-6.27474, 0.26668, 2.47294], [-7.16589, -0.23553, 1.62322], [-6.07154, -0.40716, 3.30525], [-5.27020, 0.43914, 2.08661], [-6.60436, 1.23185, 2.85754], [-7.32801, 0.54489, 1.08817], [6.20555, 6.68906, -0.53908], [5.53281, 5.85279, 0.42010], [6.54169, 7.58778, -0.02197], [7.06455, 6.27183, -1.06458], [5.60571, 7.18777, -1.30038], [4.64839, 5.58364, 0.16132], [-1.83824, 4.59847, 4.94022], [-1.78978, 5.74285, 4.13931], [-2.67025, 4.04659, 4.50286], [-1.04046, 3.86794, 4.80612], [-1.96664, 4.80206, 6.00331], [-1.52110, 5.54641, 3.23887], [0.01207, 8.95722, -5.90868], [-0.67219, 10.10342, -5.35327], [0.98820, 8.89612, -5.42749], [-0.52579, 8.11355, -5.47623], [0.00952, 8.91993, -6.99804], [-1.57069, 10.12123, -5.69091], [5.80659, 0.16746, -1.81686], [4.44001, 0.15030, -2.28153], [6.59122, 0.56528, -2.46044], [5.74739, 0.81800, -0.94428], [6.15172, -0.83161, -1.55071], [4.18496, 0.99796, -1.91002], [-2.56062, -1.71335, -2.69126], [-1.18328, -1.33814, -2.59192], [-2.85702, -1.92869, -3.71784], [-2.74849, -2.58711, -2.06728], [-3.16356, -0.89989, -2.28774], [-1.23646, -0.54372, -2.05556]], "forces_ev_per_angstrom": [[-1.326, -0.876, 0.149], [1.220, -0.098, 0.791], [-0.038, 0.652, -2.143], [0.091, 0.362, 0.874], [0.022, 0.089, 0.352], [1.600, 0.321, 0.398], [-0.990, -0.605, -0.967], [-1.031, 1.630, 0.235], [0.074, -1.393, -0.654], [1.389, 0.716, -0.017], [0.431, -0.241, -1.828], [0.172, -0.786, -0.260], [-0.845, -0.815, 2.403], [0.133, 0.426, 0.372], [0.614, 0.790, 0.470], [0.406, 0.268, 0.097], [-0.063, -0.752, 0.152], [0.036, -0.336, -0.518], [-0.444, 0.425, 0.363], [-0.327, 0.257, -0.349], [0.365, 0.322, -0.100], [-0.091, 0.402, 0.296], [0.075, -0.943, -0.336], [-0.032, 0.377, -0.022], [0.028, -0.331, -0.561], [-0.200, -0.209, 0.328], [0.458, 0.370, 0.252], [-0.199, -0.111, 0.055], [-0.772, 0.152, -0.391], [-0.282, -0.144, -0.028], [-0.175, -0.010, 0.582], [-0.071, 0.098, 0.088], [0.218, 0.017, 0.250], [-0.438, -0.045, -0.263], [0.249, -0.630, 1.241], [-0.093, 1.059, -1.059], [0.559, 0.075, 0.084], [0.289, 0.527, 0.331], [-0.333, -0.200, -0.330], [-0.639, -0.881, -0.240], [-1.030, -0.400, 1.894], [0.476, -0.672, -2.436], [-0.471, -0.305, -1.088], [1.041, 1.419, 1.096], [-0.107, -0.473, 0.391], [0.099, 0.422, 0.145], [2.892, 1.039, 3.071], [-1.949, -0.659, -2.343], [-0.432, -0.095, 0.188], [0.183, 0.038, -0.618], [0.001, 0.164, 0.480], [-0.707, -0.444, -0.802], [-0.586, 0.991, 0.446], [0.917, 0.431, -0.640], [0.449, -0.183, 0.499], [-0.093, -0.660, 0.328], [-0.737, -0.712, -0.182], [0.003, 0.098, -0.447], [-0.793, -1.512, -1.245], [0.695, 1.476, 0.435], [-0.616, -0.479, 0.898], [0.728, 0.459, 0.096], [-0.088, 0.372, -0.270], [0.104, -0.334, 0.008], [-1.142, -0.111, 1.549], [0.641, 0.283, -0.529], [0.127, 0.375, -0.520], [0.098, -0.554, -0.541], [0.260, 0.131, 0.072], [0.018, -0.125, -0.020], [-0.437, -0.192, 0.719], [1.462, 0.368, -0.177], [-0.394, 0.286, -0.714], [0.804, -0.298, 0.397], [-0.360, -0.061, 0.186], [-1.119, -0.077, -0.419], [0.351, 0.056, 0.501], [-0.826, 0.060, -0.182], [0.137, 0.060, -0.071], [-0.043, -0.201, -0.067], [-0.351, -0.026, -0.215], [0.755, 0.116, 0.026]], "charge": -2, "total_energy_ha": -1833.8926, "orbital_gap_ev": 3.3, "de_lowest_kcal_mol": 60.0}


(5)
{"formula": "C2H3B3CoF12O2", "method": "ωB97M-V with the def2-TZVPD basis set", "elements": ["Co", "B", "F", "F", "F", "F", "B", "F", "F", "F", "F", "B", "F", "F", "F", "F", "C", "C", "O", "O", "H", "H", "H"], "positions_angstrom": [[0.15766, -0.37387, -0.17090], [0.95867, 1.56353, -2.21581], [-0.26457, 0.92810, -2.50057], [1.89415, 1.12121, -3.15415], [0.83314, 2.95729, -2.25141], [1.35208, 1.19146, -0.88340], [-1.61526, -2.29673, -0.14398], [-1.39153, -3.66804, -0.35322], [-2.93157, -2.12645, 0.29739], [-0.73092, -1.90886, 0.90258], [-1.27405, -1.55807, -1.30048], [2.39150, -1.72901, -0.48721], [2.88662, -3.02701, -0.26638], [1.81958, -1.27807, 0.69174], [3.37802, -0.82162, -0.85673], [1.29909, -1.73317, -1.38219], [-1.57386, 2.20002, 2.48308], [-0.88957, 1.30488, 1.50144], [0.25052, 0.82278, 1.68281], [-1.42037, 0.99685, 0.38529], [-1.28067, 2.02602, 3.51401], [-2.64228, 2.20800, 2.28123], [-1.20637, 3.20077, 2.22687]], "forces_ev_per_angstrom": [[-0.378, 1.334, 0.560], [-0.134, 0.061, -0.757], [0.018, 0.130, 0.296], [0.199, 0.206, 0.223], [0.006, -0.005, -0.010], [-0.052, -0.117, -0.267], [-0.775, -1.805, 0.467], [-0.086, 0.173, -0.331], [0.206, 0.352, -0.434], [-0.043, 0.352, 0.084], [-0.355, 0.169, 0.382], [1.399, -0.637, -0.141], [0.015, 0.335, -0.445], [-0.279, 0.391, 1.594], [0.051, -0.554, -0.293], [0.096, 0.009, -0.761], [0.196, 0.840, -0.547], [0.784, -1.747, -2.088], [0.623, 0.332, 1.624], [-1.179, 0.586, 0.404], [-0.182, -0.306, 0.007], [-0.052, -0.160, 0.336], [-0.079, 0.059, 0.095]], "charge": -2, "total_energy_ha": -2885.0820, "spin_multiplicity": 4, "orbital_gap_ev": [8.7, 8.7], "de_lowest_kcal_mol": 0.0}


(6)
{"formula": "CH4NO3P", "method": "ωB97M-V with the def2-TZVPD basis set", "elements": ["C", "N", "O", "O", "O", "P", "H", "H", "H", "H"], "positions_angstrom": [[0.57045, 0.16490, 1.23827], [-0.05500, -0.91928, 1.65615], [-0.69611, 2.14005, -1.74387], [0.52357, -0.07786, -1.95096], [-1.86503, -0.08941, -0.92139], [-0.77047, 0.74776, -1.32254], [1.50129, 0.33521, 1.77931], [0.35065, -1.43535, 2.46033], [0.98738, 0.68765, -2.15319], [-0.54674, -1.55366, 0.95788]], "forces_ev_per_angstrom": [[-1.159, -0.836, -1.865], [1.502, -1.168, -0.482], [0.103, 0.188, 0.473], [-3.372, -0.992, 1.726], [-0.877, -0.935, 0.676], [2.190, -0.756, -0.792], [-0.328, 0.431, 0.860], [-0.519, 0.158, -0.709], [2.526, 2.134, -1.218], [-0.065, 1.777, 1.331]], "total_energy_ha": -662.3104, "orbital_gap_ev": 9.8, "de_lowest_kcal_mol": 56.1}


We obtain maximum force values of 4.4, 5.0, 5.1, 4.3, 2.8, 3.9 eV/A for the records listed above, in that order.